[1]
{
  "formula": "C33H59BrN9P2Tc",
  "method": "ωB97M-V with the def2-TZVPD basis set",
  "total_energy_ev": -139385.81572,
  "homo_lumo_gap_ev": [7.039, 5.361],
  "max_force_ev_per_a": 0.39,
  "charge": 3,
  "de_lowest_kcal_mol": 12.4,
  "spin_multiplicity": 4,
  "s2": 3.799,
  "elements": ["Tc", "Br", "C", "C", "C", "C", "C", "C", "C", "C", "C", "C", "H", "H", "H", "H", "H", "H", "C", "P", "C", "C", "C", "P", "C", "C", "H", "H", "H", "H", "H", "H", "H", "H", "H", "H", "H", "H", "H", "H", "H", "H", "C", "N", "C", "C", "N", "C", "C", "N", "C", "C", "N", "C", "N", "C", "C", "C", "N", "C", "H", "H", "H", "H", "H", "H", "H", "H", "H", "H", "H", "H", "H", "H", "H", "H", "H", "H", "H", "H", "H", "H", "H", "H", "C", "N", "C", "C", "N", "N", "C", "C", "H", "H", "H", "H", "H", "H", "H", "H", "H", "H", "H", "H", "H"],
  "coordinates": [[0.38688, -0.44120, 0.41035], [-1.66212, -0.38898, -1.19215], [-2.74555, -1.55158, -0.13082], [-3.90978, -2.04151, -0.63975], [-4.74968, -2.77979, 0.22417], [-4.41728, -2.93512, 1.53998], [-3.21328, -2.39567, 2.06134], [-2.89274, -2.47202, 3.43618], [-1.74200, -1.90395, 3.91029], [-0.83121, -1.29655, 3.02679], [-1.06235, -1.22648, 1.66423], [-2.31663, -1.72343, 1.19415], [-4.19948, -1.86504, -1.66469], [-5.66917, -3.19495, -0.16208], [-5.07907, -3.47015, 2.20608], [-3.57581, -2.97123, 4.10786], [-1.51297, -1.94915, 4.96579], [0.09967, -0.92959, 3.42726], [2.22191, -3.69937, -0.66816], [0.99661, -2.44044, -1.13164], [-0.40040, -3.47545, -1.65895], [1.72541, -1.79963, -2.69570], [1.36423, -0.35712, -3.03758], [1.77292, 0.68324, -1.59330], [1.97471, 2.38851, -2.17942], [3.52630, 0.25952, -1.29264], [2.50348, -4.21729, -1.58791], [1.78629, -4.42713, 0.01151], [3.11241, -3.26647, -0.22231], [0.01489, -4.34418, -2.17406], [-1.04834, -2.93647, -2.34713], [-0.98689, -3.81824, -0.80714], [1.44539, -2.49854, -3.49087], [2.80716, -1.88957, -2.58097], [0.30931, -0.21536, -3.26845], [1.93619, -0.01533, -3.90552], [2.88896, 2.41299, -2.77365], [2.07784, 3.08801, -1.35157], [1.10648, 2.66394, -2.77114], [4.06826, 0.26598, -2.24079], [3.64288, -0.71149, -0.81493], [3.97066, 1.02437, -0.65558], [5.20026, -0.44784, 1.88468], [4.22773, -1.43866, 2.33202], [4.76902, -2.60903, 3.03222], [3.65623, -3.63721, 2.88540], [2.54931, -2.86004, 2.32158], [1.25225, -3.49284, 2.41223], [2.92171, -1.60092, 2.03084], [2.11903, -0.60460, 1.56903], [2.56185, 0.74096, 2.03096], [1.53932, 1.82399, 1.68275], [0.18674, 1.29219, 1.54267], [-0.75794, 1.70933, 2.41505], [-2.04744, 1.87083, 2.10058], [-2.59638, 2.11110, 0.78703], [-2.83350, 2.19460, 3.29791], [-1.75814, 2.64534, 4.27954], [-0.54727, 2.04779, 3.69859], [0.58197, 1.73197, 4.54292], [6.15618, -0.95914, 1.78119], [5.32189, 0.35769, 2.60873], [4.94030, -0.04473, 0.91254], [4.99218, -2.36268, 4.07111], [5.69147, -2.92274, 2.54629], [3.34301, -4.05443, 3.84258], [3.91149, -4.46448, 2.22014], [1.38855, -4.55064, 2.18442], [0.54417, -3.07032, 1.71047], [0.84766, -3.41470, 3.42354], [3.49922, 1.04936, 1.57367], [2.74672, 0.68168, 3.10682], [1.80532, 2.28205, 0.72405], [1.58927, 2.63092, 2.41778], [-1.79120, 2.15168, 0.06058], [-3.12187, 3.06813, 0.79195], [-3.30048, 1.32828, 0.50600], [-3.37345, 1.30943, 3.64283], [-3.55285, 2.97810, 3.06704], [-1.91407, 2.25967, 5.28519], [-1.65536, 3.73167, 4.33197], [0.20862, 1.46620, 5.53176], [1.26463, 2.57671, 4.64822], [1.11785, 0.87664, 4.14621], [-1.69603, 0.32964, -5.03026], [-1.94814, 1.74808, -5.00954], [-2.04420, 2.36801, -6.32246], [-1.76281, 2.46406, -3.87216], [-1.09836, 1.94648, -2.86712], [-2.26842, 3.73899, -3.88235], [-3.59207, 4.01572, -4.42475], [-1.81542, 4.69457, -2.89903], [-0.66470, 0.10499, -5.32220], [-2.36188, -0.14044, -5.75368], [-1.89018, -0.09565, -4.04874], [-1.33029, 1.88380, -6.98882], [-1.79044, 3.42279, -6.25675], [-3.04168, 2.26223, -6.75077], [-1.19591, 2.58626, -2.08382], [-4.00627, 3.12230, -4.88153], [-3.55827, 4.81195, -5.16847], [-4.25986, 4.32391, -3.61689], [-2.33842, 4.59834, -1.93957], [-2.00139, 5.69954, -3.27303], [-0.74335, 4.59500, -2.73619]]
}

---

[2]
{
  "formula": "C37H54N3OP2Zn",
  "method": "ωB97M-V with the def2-TZVPD basis set",
  "total_energy_ev": -112753.55133,
  "homo_lumo_gap_ev": 5.709,
  "max_force_ev_per_a": 5.13,
  "charge": 1,
  "de_lowest_kcal_mol": 0.0,
  "spin_multiplicity": 1,
  "elements": ["C", "C", "C", "C", "C", "H", "H", "H", "N", "P", "P", "C", "H", "H", "C", "H", "C", "C", "C", "C", "C", "H", "H", "H", "C", "H", "H", "H", "C", "H", "H", "H", "C", "H", "H", "H", "C", "H", "H", "H", "C", "H", "H", "H", "C", "H", "H", "H", "C", "H", "H", "H", "C", "H", "H", "H", "C", "H", "H", "H", "C", "H", "H", "H", "C", "H", "H", "H", "Zn", "C", "O", "N", "C", "C", "C", "C", "C", "H", "C", "H", "C", "H", "H", "H", "N", "C", "C", "C", "C", "C", "C", "H", "H", "H", "H", "H", "H", "H"],
  "coordinates": [[-1.39506, -1.61592, -2.11504], [0.70818, -2.49405, -1.46718], [-1.51520, -2.54886, -3.14490], [0.52776, -3.56447, -2.38647], [-0.55963, -3.56616, -3.23844], [-2.36631, -2.47736, -3.81752], [1.28944, -4.34243, -2.40424], [-0.69275, -4.36170, -3.96883], [-0.32037, -1.59264, -1.31061], [-2.65965, -0.25189, -0.04155], [2.41102, -0.87575, 0.16473], [-2.46402, -0.54574, -1.86998], [-2.13503, 0.39834, -2.33514], [-3.41585, -0.81147, -2.35257], [1.92229, -2.29236, -0.75760], [2.67711, -3.07399, -0.89793], [3.63098, -0.07732, -1.13730], [3.39911, -1.48992, 1.72596], [-3.59523, 1.41658, 0.00290], [-3.76371, -1.74696, 0.40304], [3.77532, 1.40993, -0.77516], [4.18079, 1.55135, 0.23702], [4.47530, 1.88131, -1.48164], [2.82184, 1.94527, -0.85140], [4.99069, -0.77890, -1.14783], [5.55033, -0.66249, -0.21519], [4.88469, -1.84441, -1.38664], [5.60103, -0.33244, -1.94867], [3.05618, -0.23877, -2.55249], [3.67604, 0.32819, -3.26549], [3.04883, -1.29070, -2.86582], [2.03802, 0.14741, -2.63722], [4.23686, -0.32668, 2.28384], [3.60508, 0.53368, 2.55042], [4.72668, -0.66900, 3.21007], [5.02432, 0.01542, 1.59984], [2.41260, -1.92068, 2.82242], [1.78487, -1.09429, 3.17596], [1.77220, -2.75042, 2.50296], [3.00145, -2.27429, 3.68577], [4.28141, -2.70040, 1.40759], [5.03446, -2.50590, 0.63858], [4.82157, -2.97492, 2.32824], [3.68135, -3.56265, 1.09543], [-4.28129, -1.53641, 1.83656], [-4.82642, -2.44577, 2.13391], [-3.46322, -1.39424, 2.55533], [-4.97988, -0.69062, 1.90922], [-2.91504, -3.03458, 0.35206], [-2.66900, -3.32006, -0.67894], [-1.98807, -2.94766, 0.93094], [-3.51683, -3.84799, 0.78926], [-4.94644, -1.95034, -0.55372], [-5.49033, -2.84846, -0.22169], [-5.65504, -1.11755, -0.54008], [-4.62417, -2.12278, -1.58779], [-2.85003, 2.44847, -0.86205], [-2.91599, 2.21543, -1.93256], [-3.32222, 3.43251, -0.71357], [-1.79037, 2.54234, -0.59671], [-3.65301, 1.92380, 1.45259], [-2.66114, 2.18479, 1.84622], [-4.26085, 2.84200, 1.47105], [-4.11893, 1.20211, 2.13671], [-5.01840, 1.27304, -0.54000], [-5.04085, 0.82718, -1.54287], [-5.67171, 0.70990, 0.13851], [-5.45211, 2.28086, -0.62871], [-0.05966, -0.30190, 0.35204], [-0.70856, -1.33094, 2.05650], [-0.94586, -1.84929, 3.06132], [0.30749, 1.24582, -0.80064], [0.53569, 1.54780, -1.92643], [0.60025, 2.38493, -3.07235], [0.36901, 3.76086, -2.89629], [0.86107, 1.86634, -4.35829], [0.45510, 4.62556, -3.98593], [0.12082, 4.13272, -1.89953], [0.96707, 2.74337, -5.43578], [0.96122, 0.78788, -4.48754], [0.78502, 4.12117, -5.25236], [0.25849, 5.68962, -3.84404], [1.18004, 2.35089, -6.43199], [0.88119, 4.80092, -6.10392], [0.48253, 1.87882, 2.05226], [0.40942, 1.67822, 3.43336], [1.54416, 1.87942, 4.24121], [1.47790, 1.57647, 5.60292], [0.30324, 1.04569, 6.15150], [-0.81520, 0.82176, 5.34014], [-0.77179, 1.16230, 3.98702], [1.36669, 2.22034, 1.67701], [-0.30506, 2.32856, 1.58736], [2.45208, 2.29022, 3.79279], [2.34531, 1.75586, 6.23661], [0.25632, 0.80221, 7.21335], [-1.72854, 0.38707, 5.75591], [-1.63904, 0.99976, 3.33820]]
}

---

[3]
{
  "formula": "C26H39O4PS2",
  "method": "ωB97M-V with the def2-TZVPD basis set",
  "total_energy_ev": -66742.18663,
  "smiles": "C=C(S(=O)(=O)c1ccccc1)S(=O)(=O)c1ccccc1.CCCCP(CCCC)CCCC",
  "homo_lumo_gap_ev": 7.865,
  "max_force_ev_per_a": 1.64,
  "spin_multiplicity": 1,
  "elements": ["C", "C", "S", "O", "O", "C", "C", "C", "C", "C", "C", "S", "O", "O", "C", "C", "C", "C", "C", "C", "H", "H", "H", "H", "H", "H", "H", "H", "H", "H", "H", "H", "C", "C", "C", "C", "P", "C", "C", "C", "C", "C", "C", "C", "C", "H", "H", "H", "H", "H", "H", "H", "H", "H", "H", "H", "H", "H", "H", "H", "H", "H", "H", "H", "H", "H", "H", "H", "H", "H", "H", "H"],
  "coordinates": [[-1.25850, 2.01187, 0.57440], [-1.68051, 3.25014, 0.89100], [-1.60010, 4.58636, -0.30289], [-2.33444, 4.22207, -1.48768], [-1.90259, 5.80232, 0.41867], [0.14031, 4.69813, -0.74739], [0.98271, 5.56748, -0.05052], [2.35729, 5.54692, -0.29757], [2.87393, 4.72732, -1.30442], [2.01869, 3.90381, -2.04200], [0.64965, 3.89135, -1.76783], [-2.17801, 3.65536, 2.58935], [-1.85245, 2.49844, 3.39103], [-3.51203, 4.20343, 2.56478], [-1.07737, 4.99440, 3.12282], [-1.58350, 6.27772, 3.31461], [-0.71967, 7.30710, 3.69164], [0.63902, 7.04642, 3.88342], [1.13353, 5.75068, 3.70735], [0.26744, 4.71189, 3.36042], [-0.94851, 1.80626, -0.44531], [-1.29526, 1.23243, 1.32757], [0.56461, 6.24232, 0.69534], [3.01863, 6.17761, 0.29915], [3.94297, 4.73389, -1.51813], [2.41244, 3.26163, -2.83076], [-0.02660, 3.25546, -2.33649], [-2.64282, 6.47138, 3.15812], [-1.11858, 8.31401, 3.82261], [1.31419, 7.85250, 4.17141], [2.19528, 5.53868, 3.84175], [0.62865, 3.69018, 3.24850], [-1.50984, -3.77990, 4.82997], [-0.91918, -3.55104, 3.44441], [-0.82204, -2.06193, 3.09452], [-0.21275, -1.84076, 1.70717], [1.51327, -2.50206, 1.60321], [1.90498, -2.12894, -0.17288], [2.11661, -3.41572, -0.97538], [3.31723, -4.22405, -0.47406], [3.53506, -5.49268, -1.29202], [2.39517, -1.08244, 2.39982], [3.90434, -1.32105, 2.46216], [4.68194, -0.12514, 3.03255], [4.62879, 1.13079, 2.16788], [-1.59668, -4.84973, 5.03175], [-0.87783, -3.33849, 5.60643], [-2.50706, -3.33658, 4.90919], [0.07586, -4.01250, 3.37630], [-1.54086, -4.04852, 2.68916], [-1.82828, -1.61964, 3.11689], [-0.23536, -1.54044, 3.86590], [-0.78988, -2.39830, 0.95325], [-0.21576, -0.77629, 1.43546], [1.07459, -1.54618, -0.59349], [2.81620, -1.51318, -0.20757], [1.21631, -4.04567, -0.93150], [2.26940, -3.15732, -2.03246], [4.21744, -3.59630, -0.51864], [3.17033, -4.48072, 0.58460], [4.40245, -6.04086, -0.91777], [2.66435, -6.15277, -1.23314], [3.71119, -5.25482, -2.34558], [2.14738, -0.16616, 1.83997], [1.98755, -0.97800, 3.41913], [4.10280, -2.19665, 3.09634], [4.29259, -1.56485, 1.46251], [4.29426, 0.09942, 4.03267], [5.72387, -0.43724, 3.16138], [5.28872, 1.89804, 2.58154], [4.95939, 0.92430, 1.14390], [3.61839, 1.55055, 2.12050]]
}

---

[4]
{
  "formula": "C4H11NS",
  "method": "ωB97M-V with the def2-TZVPD basis set",
  "total_energy_ev": -16650.14879,
  "smiles": "C=NC.CSC",
  "homo_lumo_gap_ev": 9.364,
  "max_force_ev_per_a": 1.63,
  "de_lowest_kcal_mol": 37.9,
  "spin_multiplicity": 1,
  "elements": ["C", "N", "C", "H", "H", "H", "H", "H", "C", "S", "C", "H", "H", "H", "H", "H", "H"],
  "coordinates": [[2.43068, -0.21096, 2.16650], [2.64315, -1.31879, 1.61230], [1.73554, -2.39267, 1.95376], [3.19424, 0.56678, 2.17187], [1.46450, 0.05869, 2.60914], [0.75232, -1.98809, 2.26587], [2.04858, -3.05858, 2.76593], [1.60592, -3.08824, 1.13666], [-2.98433, 1.46658, -2.52141], [-1.27469, 0.90336, -2.83311], [-0.51135, 1.09009, -1.25472], [-2.91340, 2.26808, -1.79407], [-3.61789, 0.66933, -2.11981], [-3.43002, 1.82278, -3.44424], [0.13274, 1.95588, -1.10594], [-1.25100, 1.13215, -0.44670], [-0.02500, 0.12363, -1.16205]]
}

---

[5]
{
  "formula": "C11H18AuN4SSeSi",
  "method": "ωB97M-V with the def2-TZVPD basis set",
  "total_energy_ev": -105405.19794,
  "homo_lumo_gap_ev": [7.358, 6.050],
  "max_force_ev_per_a": 0.66,
  "charge": 1,
  "de_lowest_kcal_mol": 13.8,
  "spin_multiplicity": 3,
  "s2": 2.011,
  "elements": ["Au", "C", "C", "N", "N", "C", "N", "S", "C", "C", "C", "C", "C", "N", "H", "H", "H", "H", "H", "H", "H", "H", "H", "C", "Si", "C", "C", "Se", "H", "H", "H", "H", "H", "H", "H", "H", "H"],
  "coordinates": [[0.16189, -0.09073, -0.28689], [-0.78159, -2.12063, 3.53198], [-0.55943, -1.20482, 2.37360], [-0.27409, -1.63118, 1.20254], [-0.13061, -2.92819, 0.89304], [0.14755, -3.15193, -0.36912], [0.35212, -4.42776, -0.72137], [0.31240, -1.98371, -1.68603], [-0.64376, 0.27481, 2.52777], [-0.95003, 0.85662, 3.74259], [-1.00861, 2.23946, 3.84473], [-0.75787, 3.01427, 2.72789], [-0.45816, 2.37469, 1.53939], [-0.40543, 1.04405, 1.44381], [-0.65145, -3.14884, 3.21383], [-1.79131, -1.99525, 3.92766], [-0.07239, -1.90414, 4.33336], [0.24617, -5.15275, -0.03216], [0.53320, -4.67422, -1.67772], [-1.14211, 0.23423, 4.60478], [-1.24984, 2.70262, 4.79293], [-0.78814, 4.09370, 2.76644], [-0.25569, 2.93333, 0.63588], [5.94473, -0.07720, -1.35922], [4.42523, -0.79887, -2.12700], [4.40064, -2.64092, -2.15072], [3.95956, -0.05484, -3.74248], [2.85776, -0.18297, -0.49066], [6.83182, -0.27670, -1.96785], [6.10029, -0.50922, -0.36936], [5.84324, 1.00512, -1.25296], [5.23424, -3.01139, -2.75555], [3.47043, -3.00517, -2.59119], [4.49911, -3.04830, -1.14327], [4.75406, -0.23049, -4.47463], [3.80842, 1.02193, -3.65380], [3.04130, -0.50720, -4.12149]]
}